The following is a quantum chemistry calculation of C45H41F19N7O3PTi as an isolated structure in a non-equilibrium geometry, from the OMol25 dataset.

Values from the calculation:
Gap between HOMO and LUMO (alpha / beta) (eV): 4.01 / 6.75
E_HOMO (alpha / beta) (eV): -0.1989 / -2.9337
Total charge: -2
Spin multiplicity: 3

Positions of all 117 atoms, in Å:
Ti1 9.01 -4.40 22.57
C1 7.31 -7.20 23.09
N1 7.69 -5.94 23.77
C2 8.44 -6.20 24.96
C3 9.95 -6.35 24.67
N2 10.56 -5.11 24.15
C4 11.32 -4.41 25.07
C5 11.14 -4.39 26.48
F1 9.95 -4.85 27.04
C6 12.06 -3.90 27.39
F2 11.92 -3.99 28.69
C7 13.23 -3.29 26.86
F3 14.25 -2.95 27.68
C8 13.40 -3.13 25.53
F4 14.57 -2.66 25.08
C9 12.45 -3.68 24.68
F5 12.64 -3.53 23.34
C10 6.45 -5.19 23.96
C11 6.68 -3.81 24.62
N3 8.02 -3.27 24.38
C12 8.33 -2.19 25.08
C13 9.68 -1.63 25.17
F6 10.62 -1.97 24.23
C14 10.04 -0.60 26.01
F7 11.37 -0.26 25.96
C15 9.12 0.05 26.82
F8 9.49 1.20 27.47
C16 7.83 -0.33 26.64
F9 6.89 0.40 27.38
C17 7.47 -1.36 25.82
F10 6.13 -1.58 25.74
H1 6.86 -7.91 23.87
H2 8.20 -7.56 22.66
H3 6.53 -6.96 22.33
H4 7.99 -7.07 25.50
H5 8.28 -5.34 25.67
H6 10.09 -7.16 24.00
H7 10.40 -6.76 25.62
H8 5.74 -5.77 24.57
H9 6.09 -5.00 22.96
H10 6.46 -3.90 25.69
H11 5.83 -3.25 24.23
N4 10.88 -4.03 21.15
N5 11.21 -5.26 20.53
C18 10.56 -6.39 21.05
O1 11.01 -7.44 20.61
O2 9.48 -6.12 21.75
H12 10.50 -3.46 20.40
H13 11.61 -3.62 21.73
H14 12.18 -5.46 20.45
C19 9.60 0.23 20.43
C20 8.60 0.22 21.57
C21 7.24 0.82 21.08
C22 9.23 1.03 22.70
N6 8.33 -1.12 22.06
N7 9.27 -2.15 21.79
H15 9.78 1.29 20.18
H16 9.27 -0.33 19.52
H17 10.60 -0.16 20.71
H18 7.48 1.86 20.78
H19 6.47 0.75 21.84
H20 6.86 0.18 20.17
H21 9.49 2.06 22.31
H22 10.13 0.59 23.07
H23 8.44 1.11 23.45
H24 7.52 -1.55 21.59
H25 10.20 -1.89 22.16
H26 9.27 -2.34 20.79
C23 7.47 -5.14 19.68
C24 7.50 -4.14 20.86
O3 6.79 -3.15 20.66
H27 6.80 -4.86 18.89
H28 7.29 -6.11 20.08
H29 8.44 -5.19 19.25
F11 9.33 -8.25 13.18
C25 9.95 -8.39 14.39
F12 11.24 -8.80 14.09
F13 9.38 -9.49 14.96
C26 9.92 -7.19 15.24
C27 10.02 -7.27 16.62
C28 10.16 -6.12 17.37
C29 10.26 -4.83 16.81
C30 10.04 -4.78 15.38
C31 9.87 -5.94 14.60
P1 10.44 -3.39 17.90
C32 9.68 -2.03 17.03
C33 10.35 -1.22 16.02
C34 9.64 -0.25 15.38
C35 8.33 0.08 15.74
C36 7.72 -0.61 16.85
C37 8.37 -1.65 17.41
C38 7.64 1.20 15.06
F14 7.89 2.46 15.65
F15 7.89 1.48 13.75
F16 6.27 1.05 15.17
C39 12.21 -3.01 17.77
C40 12.73 -1.83 18.24
C41 14.06 -1.52 18.08
C42 14.94 -2.36 17.45
C43 14.42 -3.54 16.93
C44 13.10 -3.89 17.15
C45 16.41 -2.00 17.41
F17 16.86 -1.79 18.63
F18 17.19 -2.97 16.88
F19 16.70 -0.83 16.74
H30 9.97 -8.25 17.11
H31 10.33 -6.14 18.46
H32 10.14 -3.84 14.90
H33 9.73 -5.80 13.51
H34 11.41 -1.45 15.73
H35 9.97 0.41 14.59
H36 6.76 -0.42 17.21
H37 7.88 -2.18 18.21
H38 12.09 -1.10 18.72
H39 14.42 -0.60 18.57
H40 15.13 -4.26 16.47
H41 12.79 -4.91 16.86

***

The following is a quantum chemistry calculation of a 7-piece molecular cluster, C45H41FNO24 overall, from the OMol25 dataset.

Values from the calculation:
Gap between HOMO and LUMO (eV): 6.50
E_HOMO (eV): -10.5241
Total charge: +1

Positions of all 112 atoms, in Å:
C1 -3.55 6.55 3.77
C2 -2.66 5.31 3.89
C3 -2.31 4.73 2.52
C4 -0.99 5.25 1.97
C5 0.24 4.63 2.54
N1 1.21 4.65 1.70
C6 0.81 5.33 0.42
C7 1.58 4.92 -0.83
C8 2.93 4.27 -0.60
F1 0.78 4.03 -1.54
C9 -0.69 5.06 0.47
H1 -4.54 6.27 3.43
H2 -3.14 7.26 3.05
H3 -3.64 7.07 4.73
H4 -3.16 4.55 4.48
H5 -1.75 5.58 4.43
H6 -2.29 3.63 2.55
H7 -3.08 4.99 1.79
H8 -0.89 6.33 2.20
H9 0.36 4.18 3.52
H10 2.12 4.23 1.86
H11 0.98 6.40 0.62
H12 1.69 5.80 -1.46
H13 3.59 4.43 -1.44
H14 2.81 3.19 -0.47
H15 3.45 4.67 0.27
H16 -1.29 5.64 -0.22
H17 -0.83 4.00 0.24
C10 -5.94 2.93 5.54
C11 -6.57 2.22 6.49
C12 -6.61 0.70 6.49
O1 -7.22 0.18 7.41
C13 -5.96 -0.02 5.42
C14 -5.32 0.70 4.48
C15 -5.27 2.22 4.49
O2 -4.65 2.73 3.57
O3 -4.68 0.17 3.45
O4 -7.21 2.76 7.51
H18 -5.91 4.01 5.54
H19 -6.00 -1.10 5.41
H20 -4.35 0.92 2.92
H21 -7.57 2.01 8.03
C16 7.01 -0.49 -0.58
C17 6.61 0.66 -0.01
C18 5.91 1.76 -0.79
O5 5.57 2.74 -0.14
C19 5.68 1.59 -2.20
C20 6.08 0.44 -2.77
C21 6.76 -0.67 -1.99
O6 7.04 -1.67 -2.63
O7 5.92 0.16 -4.05
O8 6.78 0.95 1.27
H22 7.50 -1.28 -0.03
H23 5.20 2.38 -2.76
H24 6.30 -0.73 -4.18
H25 6.41 1.84 1.39
C22 -0.37 8.36 -6.20
C23 -1.43 7.85 -5.55
C24 -1.32 6.71 -4.55
O9 -2.35 6.37 -4.00
C25 -0.03 6.13 -4.30
C26 1.04 6.64 -4.94
C27 0.93 7.79 -5.93
O10 1.98 8.16 -6.42
O11 2.28 6.21 -4.78
O12 -2.67 8.29 -5.71
H26 -0.45 9.17 -6.91
H27 0.05 5.30 -3.61
H28 2.82 6.77 -5.38
H29 -3.23 7.74 -5.12
C28 -6.41 -1.17 0.95
C29 -7.47 -1.97 1.15
C30 -8.58 -2.13 0.12
O13 -9.48 -2.89 0.43
C31 -8.50 -1.40 -1.12
C32 -7.44 -0.60 -1.32
C33 -6.33 -0.44 -0.29
O14 -5.42 0.32 -0.59
O15 -7.24 0.13 -2.40
O16 -7.67 -2.68 2.24
H30 -5.61 -1.05 1.67
H31 -9.29 -1.51 -1.85
H32 -6.40 0.60 -2.26
H33 -8.51 -3.16 2.09
C34 5.25 -6.88 0.71
C35 4.76 -6.85 -0.54
C36 4.98 -5.68 -1.48
O17 4.47 -5.78 -2.59
C37 5.74 -4.54 -1.03
C38 6.23 -4.57 0.22
C39 6.02 -5.74 1.17
O18 6.53 -5.63 2.27
O19 6.94 -3.59 0.77
O20 4.04 -7.82 -1.07
H34 5.10 -7.71 1.38
H35 5.91 -3.72 -1.71
H36 7.18 -3.91 1.66
H37 3.82 -7.55 -1.99
C40 2.35 -12.19 -3.17
C41 2.26 -13.45 -2.70
C42 2.53 -13.80 -1.24
O21 2.39 -14.98 -0.95
C43 2.91 -12.76 -0.33
C44 3.02 -11.50 -0.80
C45 2.72 -11.14 -2.25
O22 2.81 -9.97 -2.55
O23 3.37 -10.47 -0.05
O24 1.93 -14.49 -3.43
H38 2.16 -11.94 -4.20
H39 3.12 -13.01 0.70
H40 3.41 -9.68 -0.62
H41 1.94 -15.26 -2.82

***

| no. | calculated total energy (eV) |
| --- | --- |
| 1 | -147940.2215 |
| 2 | -100668.7357 |